A structure of composition C21H22Cl2HfN5O3S at a distorted geometry, computed with ωB97M-V/def2-TZVPD.

XYZ file:
```
55
Properties=species:S:1:pos:R:3:mulliken_charge:R:1
Hf 2.213 0.541 0.484 0.781
Cl 2.090 0.235 2.892 -0.232
C 0.942 -1.196 3.109 1.306
C 0.731 -1.571 4.406 -1.069
C -0.161 -2.628 4.589 -0.420
C -0.775 -3.232 3.508 -0.769
C -0.516 -2.807 2.206 0.490
Cl -1.313 -3.563 0.895 -0.061
C 0.375 -1.760 1.973 -0.045
S 0.678 -1.259 0.287 -0.143
H 1.214 -1.082 5.241 0.491
H -0.375 -2.968 5.594 0.436
H -1.471 -4.046 3.658 0.466
C 5.679 0.564 -3.671 -0.801
O 4.319 0.634 -3.073 -0.271
C 4.121 0.560 -1.832 0.808
O 2.912 0.622 -1.383 -0.495
N 5.094 0.430 -0.921 -0.061
N 4.706 0.342 0.441 -0.713
H 5.511 0.660 -4.735 0.255
H 6.104 -0.409 -3.433 0.402
H 6.260 1.402 -3.291 0.404
H 6.072 0.332 -1.167 0.253
H 5.221 1.059 0.957 0.338
H 5.026 -0.560 0.802 0.347
C -4.158 -4.220 -1.688 -1.260
C -3.795 -2.767 -1.476 0.318
C -4.370 -2.021 -0.459 -0.667
C -4.063 -0.676 -0.252 -0.641
C -3.149 -0.072 -1.093 0.906
N -2.729 1.299 -0.955 -0.223
C -3.228 2.227 -0.111 0.283
O -4.193 2.165 0.595 -0.534
N -2.398 3.425 -0.047 -0.134
C -1.056 3.449 0.139 -0.039
C -0.356 4.658 0.339 -0.499
C 1.005 4.665 0.573 -0.900
C 1.697 3.472 0.601 0.039
N 1.038 2.300 0.448 0.156
C -0.301 2.274 0.234 0.637
C -2.553 -0.795 -2.116 -0.691
C -2.877 -2.130 -2.305 -0.632
H -5.097 -4.467 -1.196 0.389
H -3.389 -4.882 -1.285 0.232
H -4.266 -4.448 -2.747 0.375
H -5.105 -2.486 0.188 0.391
H -4.554 -0.119 0.531 0.526
H -2.172 1.647 -1.720 0.299
H -2.932 4.244 0.213 0.314
H -0.900 5.595 0.321 0.457
H 1.532 5.596 0.726 0.443
H 2.772 3.444 0.762 0.453
H -0.771 1.307 0.169 0.488
H -1.860 -0.307 -2.798 0.384
H -2.429 -2.676 -3.127 0.433
```

Results
Gap between HOMO and LUMO = 3.9289 eV
E_LUMO = -0.403 Ha
Highest occupied orbital energy = -14.889 eV
Total energy = -2678.63879 Eh
2S+1 = 1
Total charge = +3

---

A structure of composition C8H4N2NdO5 at a distorted geometry, computed with ωB97M-V/def2-TZVPD.

XYZ file:
```
20
Properties=species:S:1:pos:R:3:mulliken_charge:R:1
O 0.001 3.201 -2.719 -0.028
C 0.001 2.085 -2.313 0.388
Nd 0.001 0.032 -1.203 1.145
O 0.001 -1.825 -4.369 -0.051
C 0.001 -1.346 -3.318 0.304
C 0.001 -2.543 -0.657 0.233
O 0.001 -3.644 -0.258 -0.061
C -2.185 -0.664 -1.363 0.293
O -3.340 -0.731 -1.304 0.002
C 2.187 -0.664 -1.363 0.288
O 3.341 -0.731 -1.304 0.006
N -0.075 1.632 2.623 0.054
C 0.072 0.375 3.142 -0.598
C 0.121 -0.494 2.096 -0.052
N -0.001 0.280 0.978 -0.014
C -0.118 1.571 1.306 -0.327
H -0.142 2.493 3.171 0.283
H 0.137 0.129 4.208 0.395
H 0.229 -1.578 2.057 0.436
H -0.232 2.421 0.589 0.304
```

Results
Gap between HOMO and LUMO (spin up / spin down) = 6.4927 / 6.6333 eV
Expectation value of S² = 3.753
E_LUMO (spin up / spin down) = -0.525 / -0.520 Ha
Highest occupied orbital energy (spin up / spin down) = -20.778 / -20.782 eV
Total energy = -1353.12587 Eh
2S+1 = 4
Total charge = +3

---

The molecule C3H4N2O, computed with ωB97M-V/def2-TZVPD.

XYZ file:
```
10
Properties=species:S:1:pos:R:3:mulliken_charge:R:1
H -1.210 -2.135 -0.527 0.248
N -0.876 -1.178 -0.387 -0.445
N 0.362 -1.185 -0.418 -0.143
C 0.994 0.104 -0.247 0.186
O 2.348 0.049 -0.277 -0.519
C 0.189 1.128 -0.100 -0.001
C -1.108 1.334 -0.107 -0.194
H 2.586 -0.879 -0.420 0.366
H -1.703 1.319 0.804 0.251
H -1.643 1.487 -1.044 0.251
```

Results
Gap between HOMO and LUMO = 9.0185 eV
E_LUMO = 0.006 Ha
SMILES = [H]/N=N/C(O)=C=C
Highest occupied orbital energy = -8.843 eV
Total energy = -301.32695 Eh
2S+1 = 1
Total charge = 0

---

A cluster of 2 separate species, C3H5BrN2 in total at a distorted geometry, computed with ωB97M-V/def2-TZVPD.

XYZ file:
```
11
Properties=species:S:1:pos:R:3:mulliken_charge:R:1
C 2.079 -2.438 -0.826 -0.118
C -0.835 1.673 0.499 -1.069
C -0.426 0.304 0.760 0.534
N 1.380 -2.111 -1.697 -0.148
N 0.597 -0.101 1.276 -0.507
Br -1.555 -1.016 -0.385 -0.299
H -0.469 1.976 -0.483 0.278
H -0.502 2.491 1.022 0.402
H -1.897 1.898 0.582 0.336
H 0.634 -1.555 -2.063 0.269
H 0.994 -1.121 1.315 0.321
```

Results
Gap between HOMO and LUMO = 10.5638 eV
E_LUMO = 0.018 Ha
Highest occupied orbital energy = -10.080 eV
Total energy = -2800.75479 Eh
2S+1 = 1
Total charge = 0

---

A structure of composition C74H52N6O2P3SiSn at a distorted geometry, computed with ωB97M-V/def2-TZVPD.

XYZ file:
```
139
Properties=species:S:1:pos:R:3:mulliken_charge:R:1
Sn 0.550 -0.205 0.638 0.133
C -5.780 -0.639 4.378 -0.817
C -4.483 -0.848 4.830 -0.647
C -3.410 -0.366 4.100 -0.279
C -3.610 0.369 2.928 0.058
C -4.912 0.548 2.469 -0.780
C -5.989 0.043 3.189 -0.618
P -2.111 0.895 2.015 1.936
C -1.312 2.109 3.145 0.142
C -1.780 2.474 4.405 -0.244
C -1.048 3.341 5.207 -0.670
C 0.162 3.854 4.765 -0.823
C 0.633 3.510 3.505 -0.571
C -0.099 2.649 2.705 -0.653
C -2.796 2.001 0.718 0.031
C -3.502 3.150 1.080 -0.057
C -4.174 3.894 0.128 -0.877
C -4.167 3.472 -1.196 -0.896
C -3.437 2.353 -1.563 -0.003
C -2.694 1.612 -0.633 0.149
Si -1.397 0.295 -1.186 -1.071
C -2.455 -1.094 -1.912 0.329
C -3.314 -0.904 -3.002 0.113
C -4.222 -1.872 -3.381 -0.915
C -4.304 -3.056 -2.656 -1.124
C -3.458 -3.271 -1.584 -0.131
C -2.507 -2.313 -1.217 0.130
P -1.275 -2.552 0.144 2.387
C -0.310 -4.045 -0.361 0.762
C 1.095 -4.044 -0.466 -0.674
C 1.733 -5.279 -0.611 0.048
C 1.028 -6.462 -0.744 -1.049
C -0.357 -6.452 -0.704 -1.100
C -1.004 -5.251 -0.485 -0.442
C -2.292 -3.236 1.514 0.611
C -1.664 -3.998 2.502 -0.701
C -2.367 -4.438 3.611 -0.790
C -3.713 -4.122 3.756 -0.706
C -4.341 -3.348 2.793 -0.719
C -3.632 -2.898 1.686 -0.676
C -0.252 1.219 -2.452 1.277
C -0.527 2.490 -3.369 -0.391
C -0.448 2.349 -4.845 -1.620
C 0.294 1.375 -5.359 -0.910
C 0.928 0.392 -4.485 -0.337
C 0.702 0.271 -3.164 0.701
P 1.467 -1.316 -2.597 1.188
C 3.174 -1.194 -3.180 0.791
C 4.065 -0.510 -2.349 -0.115
C 5.374 -0.301 -2.744 -1.045
C 5.802 -0.786 -3.975 -0.774
C 4.929 -1.485 -4.795 -0.991
C 3.617 -1.699 -4.397 -0.061
C 0.677 -2.636 -3.579 0.821
C -0.565 -2.473 -4.188 -0.741
C -1.213 -3.554 -4.769 -0.550
C -0.618 -4.807 -4.761 -0.972
C 0.631 -4.974 -4.179 -0.958
C 1.276 -3.897 -3.592 0.398
H -6.622 -1.019 4.944 0.350
H -4.306 -1.405 5.741 0.429
H -2.399 -0.568 4.437 0.478
H -5.095 1.079 1.544 0.336
H -6.995 0.190 2.818 0.392
H -2.726 2.091 4.766 0.408
H -1.428 3.612 6.184 0.432
H 0.740 4.512 5.401 0.397
H 1.580 3.893 3.148 0.532
H 0.298 2.400 1.726 0.323
H -3.535 3.449 2.122 0.486
H -4.715 4.787 0.415 0.394
H -4.716 4.031 -1.945 0.413
H -3.429 2.060 -2.606 0.318
H -3.262 0.019 -3.570 0.220
H -4.873 -1.707 -4.231 0.395
H -5.033 -3.811 -2.925 0.410
H -3.561 -4.189 -1.024 0.334
H 1.915 -2.497 0.713 1.130
H 2.811 -5.313 -0.634 0.616
H 1.569 -7.391 -0.875 0.408
H -0.925 -7.368 -0.806 0.413
H -2.076 -5.265 -0.367 0.111
H -0.618 -4.262 2.391 0.442
H -1.865 -5.035 4.362 0.453
H -4.264 -4.468 4.622 0.416
H -5.384 -3.078 2.906 0.495
H -4.134 -2.280 0.951 0.347
H -1.464 2.961 -3.076 0.831
H -0.963 3.064 -5.477 0.410
H 0.422 1.264 -6.429 0.492
H 1.563 -0.330 -4.982 0.372
H 3.739 -0.190 -1.363 0.017
H 6.058 0.219 -2.085 0.582
H 6.829 -0.637 -4.282 0.434
H 5.275 -1.892 -5.736 0.405
H 2.948 -2.268 -5.031 0.426
H -1.042 -1.503 -4.200 -0.063
H -2.189 -3.414 -5.217 0.495
H -1.126 -5.652 -5.210 0.390
H 1.112 -5.943 -4.176 0.493
H 2.257 -4.046 -3.156 0.108
O 7.595 3.076 -0.038 -0.741
C 7.286 2.483 1.014 0.482
O 7.896 2.358 2.088 -0.735
C 5.822 1.980 1.044 -1.131
C 5.299 1.306 2.134 -0.530
C 3.960 0.902 2.125 0.375
N 3.162 1.135 1.102 0.668
C 3.661 1.783 0.053 0.480
C 4.971 2.220 -0.032 -0.986
C 2.633 2.107 -0.957 0.922
C 2.973 2.659 -2.292 -0.662
C 2.028 3.136 -3.100 -1.800
C 0.609 3.260 -2.629 0.102
C 0.378 2.280 -1.482 -2.380
N 1.428 1.881 -0.602 0.710
C 3.322 0.243 3.302 0.406
C 4.060 -0.546 4.183 -0.960
C 3.414 -1.126 5.256 -0.792
C 2.054 -0.907 5.425 -0.891
C 1.404 -0.111 4.496 0.041
N 2.014 0.456 3.461 0.449
H 5.949 1.143 2.984 0.662
H 5.372 2.770 -0.871 0.702
H 4.004 2.621 -2.610 0.418
H 2.291 3.505 -4.086 0.311
H 0.391 4.315 -2.434 0.548
H -0.436 2.654 -0.855 0.781
H 5.105 -0.742 3.995 0.474
H 3.963 -1.755 5.945 0.404
H 1.508 -1.348 6.249 0.466
H 0.339 0.084 4.581 0.075
N 1.331 -1.591 -1.034 0.463
C 1.963 -2.769 -0.347 0.922
C 3.426 -2.950 -0.607 0.793
C 4.348 -2.400 0.301 -0.452
N 5.125 -1.943 1.033 -0.790
C 3.943 -3.687 -1.679 -0.684
N 4.338 -4.284 -2.596 -0.901
```

Results
Gap between HOMO and LUMO = 5.9599 eV
E_LUMO = 0.054 Ha
Highest occupied orbital energy = -4.493 eV
Total energy = -4858.06056 Eh
2S+1 = 1
Total charge = -1

---

A cluster of 4 separate species, C27H23F9INO13 in total at a distorted geometry, computed with ωB97M-V/def2-TZVPD.

XYZ file:
```
74
Properties=species:S:1:pos:R:3:mulliken_charge:R:1
C 6.250 0.673 -1.467 -0.640
O 5.026 0.427 -0.792 -0.310
C 4.883 -0.830 -0.209 0.379
I 3.919 -0.520 1.745 0.039
C 6.216 -1.542 0.124 -0.462
N 5.910 -2.773 0.908 -0.448
C 4.024 -1.810 -1.048 -0.629
C 3.204 -1.172 -2.167 -1.584
C 2.004 -0.366 -1.765 1.185
F 2.256 0.576 -0.869 -0.267
F 1.578 0.280 -2.872 -0.357
C 0.795 -1.193 -1.289 0.406
F 1.127 -2.113 -0.390 -0.301
F 0.330 -1.851 -2.341 -0.337
C -0.338 -0.362 -0.657 0.771
F -0.628 0.706 -1.376 -0.311
F 0.011 0.029 0.540 -0.282
C -1.659 -1.159 -0.482 0.624
F -2.200 -1.467 -1.614 -0.288
F -2.505 -0.340 0.129 -0.319
F -1.521 -2.186 0.275 -0.246
H 6.505 -0.093 -2.195 0.346
H 6.100 1.586 -2.032 0.313
H 7.071 0.876 -0.791 0.109
H 6.733 -1.869 -0.769 0.536
H 6.801 -0.883 0.755 -0.211
H 6.436 -2.761 1.772 0.263
H 6.291 -3.560 0.393 0.249
H 3.453 -2.423 -0.368 0.358
H 4.724 -2.486 -1.535 0.513
H 2.887 -1.940 -2.861 0.565
H 3.852 -0.523 -2.741 0.387
O -4.162 -0.603 2.093 -0.533
C -5.318 -0.240 2.205 0.824
C -5.961 -0.015 3.496 -1.070
C -7.242 0.366 3.550 0.339
O -7.877 0.587 4.699 -0.571
C -8.057 0.572 2.308 0.999
O -9.223 0.902 2.432 -0.646
C -7.413 0.371 1.018 -1.082
C -6.129 -0.008 0.963 0.268
O -5.494 -0.202 -0.191 -0.531
H -5.365 -0.169 4.384 0.428
H -8.787 0.847 4.455 0.358
H -8.006 0.539 0.126 1.034
H -4.582 -0.467 0.041 0.294
O 8.491 1.304 1.291 -0.631
C 8.876 1.071 2.424 1.206
C 8.497 -0.120 3.167 -0.804
C 8.945 -0.307 4.414 0.362
O 8.630 -1.378 5.134 -0.573
C 9.842 0.691 5.086 0.842
O 10.200 0.470 6.227 -0.615
C 10.240 1.874 4.334 -0.980
C 9.792 2.057 3.085 0.266
O 10.126 3.117 2.354 -0.588
H 7.850 -0.830 2.673 0.298
H 9.079 -1.266 5.995 0.357
H 10.898 2.579 4.821 0.424
H 9.668 3.009 1.497 0.352
O -10.703 1.569 -6.598 -0.621
C -10.300 1.345 -5.472 0.987
C -10.630 0.137 -4.727 -0.870
C -10.162 -0.033 -3.485 0.253
O -10.430 -1.116 -2.762 -0.577
C -9.297 0.997 -2.821 0.860
O -8.919 0.787 -1.682 -0.493
C -8.948 2.193 -3.571 -1.059
C -9.414 2.362 -4.815 0.471
O -9.126 3.433 -5.547 -0.571
H -11.255 -0.597 -5.216 0.417
H -9.977 -0.990 -1.905 0.323
H -8.311 2.920 -3.088 0.442
H -9.587 3.309 -6.400 0.356
```

Results
Gap between HOMO and LUMO = 7.2051 eV
E_LUMO = -0.063 Ha
SMILES = CO[C@](I)(CN)CCC(F)(F)C(F)(F)C(F)(F)C(F)(F)F.O=C1C=C(O)C(=O)C=C1O.O=C1C=C(O)C(=O)C=C1O.O=C1C=C(O)C(=O)C=C1O
Highest occupied orbital energy = -8.926 eV
Total energy = -3271.99917 Eh
2S+1 = 1
Total charge = 0

---

The molecule C4H9F at a distorted geometry, computed with ωB97M-V/def2-TZVPD.

XYZ file:
```
14
Properties=species:S:1:pos:R:3:mulliken_charge:R:1
C 0.137 1.068 0.914 -1.443
C -0.249 -0.237 0.228 1.407
C -1.012 0.092 -1.061 -1.317
C 0.998 -1.034 -0.027 -1.463
F -1.001 -0.963 1.105 -0.380
H 0.774 0.870 1.769 0.395
H 0.660 1.768 0.239 0.326
H -0.765 1.622 1.233 0.358
H -1.946 0.625 -0.829 0.357
H -0.356 0.737 -1.674 0.311
H -1.212 -0.862 -1.580 0.360
H 1.650 -0.500 -0.699 0.333
H 0.782 -1.997 -0.517 0.365
H 1.539 -1.189 0.898 0.390
```

Results
Gap between HOMO and LUMO = 12.3142 eV
E_LUMO = 0.038 Ha
SMILES = CC(C)(C)F
Highest occupied orbital energy = -11.286 eV
Total energy = -257.67565 Eh
2S+1 = 1
Total charge = 0

---

The molecule C2H4Cl3OP at a distorted geometry, computed with ωB97M-V/def2-TZVPD.

XYZ file:
```
11
Properties=species:S:1:pos:R:3:mulliken_charge:R:1
O 0.499 1.462 -0.687 -0.480
C 0.174 0.329 0.225 -0.363
P 0.972 -1.206 -0.490 0.081
C -1.321 -0.005 0.225 0.373
Cl -1.971 -0.362 -1.429 -0.110
Cl -1.583 -1.466 1.294 -0.128
Cl -2.286 1.344 0.729 -0.123
H 1.399 1.488 -0.804 0.309
H 0.601 0.492 1.283 0.409
H 1.454 -1.454 0.739 0.028
H 2.062 -0.623 -1.084 0.004
```

Results
Gap between HOMO and LUMO = 10.2413 eV
E_LUMO = 0.020 Ha
SMILES = O[C@H](P)C(Cl)(Cl)Cl
Highest occupied orbital energy = -9.687 eV
Total energy = -1875.71297 Eh
2S+1 = 1
Total charge = 0